Here is C14H29Cl2IN2O8P2S as an isolated structure from OMol25. Energies are from the ωB97M-V functional and the def2-TZVPD basis.

Gap between HOMO and LUMO, eV: 5.399

```
! wB97M-V def2-TZVPD RIJCOSX def2/J DEFGRID3
* xyz 0 1
C 3.71 -1.43 3.33
C 2.36 -2.03 2.94
O 2.56 -2.80 1.76
C 1.38 -0.85 2.63
O 0.77 -1.11 1.36
N -0.43 -0.41 1.17
C -1.07 -1.11 -0.03
C -0.85 -2.62 -0.12
C -1.94 -3.34 -0.96
C -1.34 -4.53 -1.74
Cl -1.65 -4.42 -3.50
C -0.75 -0.21 -1.27
P -0.29 -1.09 -2.84
P 1.84 -1.48 -3.06
O 1.96 -2.45 -4.15
O 2.64 -0.16 -3.49
O 2.46 -2.11 -1.73
C 0.02 1.02 -0.76
Cl 1.85 0.90 -0.64
C -0.20 2.36 -1.44
C -1.66 2.82 -1.66
C -1.76 4.29 -1.24
N -3.02 4.80 -0.87
O -0.77 4.97 -1.22
C -0.38 1.00 0.72
C 0.12 2.08 1.66
S -1.37 2.69 2.41
O -2.22 3.32 1.44
O -1.95 1.52 3.07
H 3.64 -0.91 4.29
H 4.01 -0.69 2.58
H 4.49 -2.19 3.35
H 1.96 -2.65 3.74
H 3.28 -2.38 1.28
H 2.00 0.04 2.52
H 0.65 -0.73 3.43
H -1.12 -0.48 1.93
H -2.13 -1.03 0.20
H -0.89 -3.04 0.89
H 0.16 -2.82 -0.48
H -2.67 -3.77 -0.26
H -2.44 -2.64 -1.62
H -1.76 -5.47 -1.40
H -0.26 -4.57 -1.64
H -1.74 0.17 -1.51
H -0.57 -0.14 -3.85
H 2.12 0.63 -3.30
H 2.18 -1.64 -0.92
H 0.36 2.39 -2.37
H 0.28 3.10 -0.78
H -1.86 2.79 -2.73
H -2.43 2.22 -1.17
H -3.68 4.03 -0.77
H -3.37 5.39 -1.61
H -1.45 1.24 0.64
H 0.61 2.92 1.12
H 0.75 1.76 2.48
H -0.97 3.56 3.36
I 0.81 5.33 0.82
*
```

Atomic partial charges in e from the Löwdin method, atoms 1 to 8: -0.04 -0.37 -0.02 -0.09 -0.10 0.01 -0.21 -0.16